Below is the molecule C20H20N2O5S, with properties calculated with the ωB97M-V functional and the def2-TZVPD basis.

```
48
Properties=species:S:1:pos:R:3:forces:R:3:mulliken_charge:R:1
C -4.96185 -0.19895 0.22919 -0.07 0.17 -0.12 -1.761
C -3.44892 -0.20486 0.11324 0.26 0.67 -0.07 0.372
C -2.78953 -0.84382 1.32677 0.18 0.14 0.14 -1.181
C -1.28163 -0.66088 1.44627 -0.24 -0.32 0.25 0.448
O -0.81941 0.11714 2.25779 -0.02 0.10 0.28 -0.608
N -0.49059 -1.41683 0.64300 0.09 0.07 -0.08 0.399
C -0.93482 -2.42880 -0.31166 -0.38 -0.40 -0.11 -0.550
C 0.27541 -2.70495 -1.21743 0.00 0.06 -0.07 -0.882
C 1.41046 -2.08947 -0.45479 -0.11 0.04 0.18 0.986
C 2.76424 -2.15654 -0.69597 -0.06 0.04 0.08 -0.625
C 3.62938 -1.49504 0.16564 0.15 -0.03 -0.02 -0.620
C 3.13538 -0.79229 1.25080 0.06 -0.07 -0.05 -0.625
C 1.77135 -0.71379 1.49672 -0.04 0.04 0.22 -0.814
C 0.91398 -1.35724 0.62292 0.48 -0.09 -0.07 -0.205
S -2.96895 1.56423 -0.09949 0.17 -0.07 -0.61 1.667
O -3.68797 2.02382 -1.26061 0.05 -0.22 -0.24 -0.753
O -3.16079 2.27724 1.12946 0.23 -0.14 0.47 -0.709
C -1.22362 1.54059 -0.52890 -0.63 0.01 0.24 -0.385
C -0.83497 0.95749 -1.72034 0.02 -0.04 -0.14 -0.390
C 0.50924 0.89517 -2.04255 0.10 0.07 0.16 -0.988
C 1.45781 1.40785 -1.16608 -0.32 0.15 0.09 0.378
C 1.04933 1.99521 0.03973 -0.11 -0.08 -0.53 0.127
C -0.29945 2.07301 0.34703 0.11 0.06 -0.10 -0.349
N 2.02204 2.42705 0.93692 -0.31 0.14 0.36 0.101
C 3.34868 2.40918 0.66302 0.00 -0.13 -0.24 0.384
O 4.19780 2.66117 1.48429 0.25 0.06 0.04 -0.660
C 3.67665 2.12327 -0.79857 0.43 0.29 0.01 -0.426
O 2.77022 1.28163 -1.48575 -0.33 -0.16 0.07 -0.435
H -5.38714 0.30143 -0.63731 -0.13 -0.06 -0.01 0.447
H -5.25527 0.35363 1.11888 -0.10 -0.01 0.11 0.392
H -5.35810 -1.21116 0.29078 0.07 -0.07 0.02 0.433
H -3.14374 -0.65639 -0.82985 0.03 -0.02 -0.03 0.275
H -3.20623 -0.36469 2.21604 0.07 -0.12 -0.03 0.452
H -3.03734 -1.90878 1.35493 -0.06 0.03 -0.05 0.500
H -1.22328 -3.33444 0.23606 -0.01 0.06 -0.11 0.455
H -1.79255 -2.08517 -0.88596 0.02 -0.05 0.06 0.165
H 0.16394 -2.22022 -2.18981 -0.04 -0.03 -0.02 0.306
H 0.42278 -3.77139 -1.38641 -0.06 0.02 -0.02 0.440
H 3.14414 -2.71576 -1.53752 0.05 -0.07 -0.10 0.466
H 4.69362 -1.53675 -0.00846 0.12 -0.01 -0.01 0.448
H 3.81916 -0.29298 1.92084 0.07 0.05 0.07 0.412
H 1.38888 -0.17168 2.34404 -0.01 0.02 0.01 0.504
H -1.58511 0.58182 -2.39776 -0.06 -0.07 -0.16 0.542
H 0.85020 0.44673 -2.96150 0.04 -0.04 -0.14 0.532
H -0.64333 2.50234 1.27422 0.03 0.04 0.17 0.486
H 1.72723 2.65578 1.87790 0.20 -0.04 -0.07 0.251
H 3.73863 3.09711 -1.31145 0.00 -0.15 0.09 0.307
H 4.65406 1.64002 -0.85833 -0.16 0.12 0.12 0.293
```
Forces are in eV/Å.

Results
Energy above the lowest of the compared OMol25 structures with the same formula, charge and spin ... 58.0 kJ/mol
M ... 400.46 g mol⁻¹
HOMO-LUMO gap ... 8.713 eV